Molecular formula: C19H23N2O3
Method: DFT, wB97M-V/def2-TZVPD

Summary:
Gap between HOMO and LUMO ... 9.3 eV
E_HOMO ... -11.7 eV
SMILES ... CC[N@H+](CC(=O)Nc1ccc(C(=O)OC)cc1)Cc1ccccc1
LUMO ... -0.08833 Ha

Geometry as ORCA input:
```
! wB97M-V def2-TZVPD RIJCOSX def2/J DEFGRID3
* xyz 1 1
C 3.494 -3.067 3.009
C 1.978 -2.985 3.052
N 1.411 -2.542 1.756
C 0.063 -1.955 1.830
C 0.195 -0.566 1.145
O 1.331 -0.190 0.904
N -0.948 0.065 0.899
C -1.137 1.331 0.299
C -0.094 2.058 -0.263
C -0.358 3.291 -0.827
C -1.649 3.808 -0.835
C -1.864 5.152 -1.447
O -0.990 5.787 -1.978
O -3.127 5.566 -1.334
C -3.414 6.847 -1.884
C -2.691 3.072 -0.278
C -2.434 1.838 0.284
C 1.506 -3.578 0.686
C 1.101 -2.994 -0.642
C -0.137 -3.281 -1.203
C -0.515 -2.693 -2.398
C 0.339 -1.808 -3.035
C 1.579 -1.527 -2.487
C 1.962 -2.119 -1.297
H 3.866 -3.265 4.011
H 3.921 -2.125 2.674
H 3.850 -3.868 2.367
H 1.542 -3.953 3.312
H 1.689 -2.255 3.810
H 1.965 -1.693 1.414
H -0.671 -2.576 1.318
H -0.245 -1.818 2.869
H -1.810 -0.379 1.191
H 0.910 1.668 -0.257
H 0.435 3.876 -1.268
H -4.471 7.025 -1.705
H -2.807 7.612 -1.396
H -3.196 6.857 -2.953
H -3.692 3.471 -0.287
H -3.242 1.265 0.717
H 2.539 -3.923 0.641
H 0.864 -4.418 0.962
H -0.801 -3.984 -0.719
H -1.474 -2.929 -2.830
H 0.041 -1.347 -3.963
H 2.252 -0.848 -2.987
H 2.935 -1.902 -0.881
*
```

Atomic partial charges in e from the Mulliken method, atoms 1 to 8:
1 C -1.229
2 C -0.391
3 N 0.452
4 C -1.478
5 C 1.071
6 O -0.739
7 N -0.012
8 C 1.083